Density functional theory data (the ωB97M-V functional and the def2-TZVPD basis) for a molecular structure, C18H17N3O2S3 at a distorted geometry.

Geometry as ORCA input:
```
! RIJCOSX wB97M-V def2-TZVPD def2/J DEFGRID3
* xyz 0 1
O 0.66 -2.19 -0.26
N -2.93 -3.35 2.88
N 1.13 4.46 -1.89
N -4.24 -1.47 2.54
O -3.92 -4.59 4.63
S -5.06 -2.18 3.79
S 0.61 3.31 -4.16
S -1.07 -0.65 1.74
C 1.25 -1.13 -0.34
C -3.88 -3.51 3.77
C 0.60 3.40 -2.41
C -3.21 -2.21 2.20
C 1.53 5.39 -2.91
C 1.37 4.88 -4.19
C -1.42 1.56 0.15
C -1.05 2.48 -0.83
C -0.68 0.38 0.35
C 0.12 2.31 -1.56
C 0.45 0.11 -0.46
C 0.84 1.10 -1.41
C -2.89 -5.57 4.45
C -2.35 -1.77 1.06
C 3.58 1.18 -0.21
C 2.71 -1.16 -0.77
C 2.13 0.82 -2.20
C 3.22 0.17 -1.32
H 1.94 6.39 -2.71
H 1.59 5.38 -5.11
H -2.28 1.76 0.81
H -1.69 3.38 -0.93
H -3.12 -6.48 5.04
H -2.82 -5.88 3.40
H -1.94 -5.12 4.78
H -2.96 -1.26 0.37
H -1.93 -2.63 0.51
H 4.27 0.72 0.52
H 4.07 2.05 -0.69
H 2.70 1.52 0.34
H 2.81 -1.93 -1.56
H 3.32 -1.51 0.09
H 1.89 0.14 -3.02
H 2.56 1.76 -2.63
H 4.12 -0.05 -1.89
*
```

Its energy is -60012.315 eV. Its highest occupied orbital energy is -0.3140 hartree. Its maximum force is 0.047 hartree/bohr. Its HOMO-LUMO gap is 8.6294 eV.

Atomic partial charges in e from the Löwdin method, atoms 1 to 8: O 0.076; N 0.131; N 0.065; N -0.273; O -0.129; S 1.036; S 1.031; S 0.966

=====

Density functional theory data (the ωB97M-V functional and the def2-TZVPD basis) for C18H17N3O3 in the gas phase.

Geometry as ORCA input:
```
! RIJCOSX wB97M-V def2-TZVPD def2/J DEFGRID3
* xyz 0 1
C 2.71 -0.72 0.56
C 2.18 0.26 -0.45
C 2.77 1.49 -0.64
C 2.29 2.37 -1.61
C 1.23 1.94 -2.38
N 0.64 0.77 -2.22
C 1.08 -0.04 -1.28
N 0.42 -1.25 -1.08
C -0.71 -1.81 -1.64
O -1.02 -2.92 -1.26
C -1.47 -1.08 -2.72
C -2.25 0.16 -2.25
C -3.01 -0.04 -0.94
N -2.11 -0.03 0.20
C -1.27 1.03 0.52
O -1.20 2.08 -0.07
C -0.52 0.59 1.72
C 0.47 1.22 2.45
C 0.99 0.55 3.55
C 0.53 -0.71 3.91
C -0.47 -1.34 3.18
C -0.99 -0.68 2.08
C -2.06 -1.06 1.13
O -2.78 -2.02 1.14
H 3.07 -1.62 0.07
H 3.55 -0.27 1.10
H 1.95 -0.99 1.28
H 3.62 1.78 -0.02
H 2.74 3.34 -1.75
H 0.82 2.56 -3.17
H 0.83 -1.86 -0.39
H -0.76 -0.76 -3.48
H -2.16 -1.81 -3.14
H -1.57 1.00 -2.14
H -2.98 0.41 -3.03
H -3.73 0.77 -0.82
H -3.53 -1.00 -0.91
H 0.82 2.20 2.16
H 1.76 1.02 4.14
H 0.95 -1.20 4.77
H -0.84 -2.32 3.45
*
```

Its energy is -29556.781 eV. Its highest occupied orbital energy is -0.3182 hartree. Its maximum force is 0.018 hartree/bohr. The value obtained for the relative energy (zero: lowest compared OMol25 entry of this formula, charge and spin) is 2.9 kcal per mole. Its HOMO-LUMO gap is 8.2929 eV.

Atomic partial charges in e from the Löwdin method, atoms 1 to 8: C -0.034; C -0.201; C -0.032; C -0.060; C -0.129; N 0.116; C -0.264; N 0.175

=====

Density functional theory data (the ωB97M-V functional and the def2-TZVPD basis) for C18H17N5S2 in the gas phase at a distorted geometry.

Geometry as ORCA input:
```
! RIJCOSX wB97M-V def2-TZVPD def2/J DEFGRID3
* xyz 0 1
C 4.62 -5.57 -2.25
C 3.70 -5.55 -1.22
C 2.23 -5.83 -1.53
S 1.22 -5.61 -0.01
C 1.00 -3.84 0.33
N 1.75 -3.08 1.14
N 1.48 -1.71 0.83
C 0.50 -1.70 -0.08
C -0.15 -0.42 -0.36
C 0.04 0.69 0.51
C -0.98 1.64 0.14
C -1.43 2.97 0.52
C -0.97 3.95 1.48
C -0.66 3.56 2.77
C -0.27 4.39 3.80
C -0.07 5.81 3.54
C -0.37 6.26 2.24
C -0.86 5.34 1.28
N -2.40 3.38 -0.23
N -2.72 2.41 -1.08
C -3.54 2.74 -2.30
C -1.85 1.30 -0.84
S -1.52 -0.30 -1.49
N 0.14 -3.01 -0.37
C -1.04 -3.54 -1.17
H 4.37 -5.73 -3.26
H 5.69 -5.36 -2.07
H 4.00 -5.35 -0.25
H 1.89 -5.10 -2.16
H 1.92 -6.78 -1.96
H 0.74 0.89 1.40
H -0.68 2.46 3.02
H 0.07 3.88 4.71
H 0.39 6.50 4.27
H -0.23 7.34 2.00
H -1.01 5.81 0.32
H -3.57 1.84 -2.89
H -4.53 3.12 -2.00
H -2.91 3.40 -2.91
H -1.94 -3.08 -0.75
H -1.05 -4.63 -0.95
H -1.01 -3.46 -2.17
*
```

Its energy is -48058.723 eV. Its highest occupied orbital energy is -0.2946 hartree. Its maximum force is 0.105 hartree/bohr. The value obtained for the relative energy (zero: lowest compared OMol25 entry of this formula, charge and spin) is 14.1 kcal per mole. Its HOMO-LUMO gap is 8.2428 eV.

Atomic partial charges in e from the Löwdin method, atoms 1 to 8: C 0.019; C -0.192; C -0.451; S 0.901; C -0.591; N 0.027; N 0.069; C -0.324

=====

Density functional theory data (the ωB97M-V functional and the def2-TZVPD basis) for a molecular structure, C18H17N6O12SW at a distorted geometry.

Geometry as ORCA input:
```
! RIJCOSX wB97M-V def2-TZVPD def2/J DEFGRID3
* xyz 1 1
W -0.62 1.03 1.07
O 2.16 6.50 1.35
C 1.48 5.37 1.26
C 0.22 5.18 1.85
C -0.37 3.95 1.69
N 0.24 2.97 1.03
C 1.39 3.16 0.40
C 2.06 4.35 0.49
C 1.70 1.97 -0.47
O 2.65 1.86 -1.17
O 0.68 1.08 -0.38
C -1.76 3.53 2.08
O -2.54 4.19 2.70
O -2.00 2.29 1.58
H 1.70 7.16 1.89
H -0.29 5.96 2.38
H 3.00 4.51 -0.03
C 1.49 -1.47 -2.78
C 0.01 -1.56 -3.08
N -0.76 -1.09 -1.92
C -1.84 -0.36 -1.91
S -2.42 0.45 -0.44
N -2.61 -0.12 -2.96
C -2.82 -0.97 -4.15
C -2.52 -0.25 -5.44
H 2.06 -1.82 -3.65
H 1.76 -2.10 -1.94
H 1.79 -0.45 -2.56
H -0.28 -2.59 -3.30
H -0.25 -0.94 -3.94
H -0.38 -1.33 -1.00
H -3.32 0.58 -2.81
H -3.86 -1.30 -4.12
H -2.22 -1.87 -4.03
H -3.13 0.65 -5.54
H -2.74 -0.90 -6.29
H -1.47 0.05 -5.50
O 1.69 -3.73 6.12
N 1.64 -4.25 5.03
O 1.93 -5.40 4.77
C 1.19 -3.41 3.91
C 1.14 -3.95 2.64
C 0.70 -3.17 1.58
C 0.33 -1.82 1.76
O -0.05 -1.00 0.80
C 0.44 -1.34 3.08
C 0.85 -2.09 4.15
N 0.06 0.03 3.27
O -1.21 0.22 2.72
O 0.81 0.83 2.39
N 0.67 -3.81 0.27
O 1.37 -4.78 0.10
O -0.08 -3.35 -0.57
H 1.43 -4.97 2.47
H 0.90 -1.67 5.15
*
```

Its energy is -65102.509 eV. Its highest occupied orbital energy (spin up / spin down) is -0.4492 / -0.4492 hartree. Its maximum force is 0.020 hartree/bohr. The value obtained for the relative energy (zero: lowest compared OMol25 entry of this formula, charge and spin) is 6.3 kcal per mole. Its HOMO-LUMO gap (spin up / spin down) is 6.6265 / 6.6258 eV.

Atomic partial charges in e from the Löwdin method, atoms 1 to 8: W 1.795; O 0.145; C -0.241; C 0.123; C -0.121; N -0.007; C -0.126; C 0.134

=====

Density functional theory data (the ωB97M-V functional and the def2-TZVPD basis) for C18H17NO4 in the gas phase.

Geometry as ORCA input:
```
! RIJCOSX wB97M-V def2-TZVPD def2/J DEFGRID3
* xyz 0 1
C -4.79 -2.20 0.13
O -4.34 -0.89 -0.20
C -3.43 -0.36 0.61
O -3.05 -0.86 1.64
C -2.90 0.94 0.05
C -1.91 0.62 -1.09
O -1.13 1.75 -1.43
C -0.15 2.04 -0.52
C 0.30 3.35 -0.44
C 1.29 3.69 0.46
C 1.82 2.71 1.29
C 1.39 1.40 1.20
C 0.41 1.05 0.29
N 0.00 -0.28 0.10
C 0.77 -1.37 0.68
C 2.20 -1.38 0.23
C 2.54 -1.05 -1.07
C 3.86 -1.06 -1.49
C 4.86 -1.43 -0.60
C 4.53 -1.77 0.70
C 3.21 -1.75 1.11
C -1.07 -0.58 -0.66
O -1.41 -1.72 -0.94
H -5.06 -2.26 1.19
H -4.00 -2.92 -0.08
H -5.66 -2.39 -0.50
H -2.37 1.48 0.85
H -3.72 1.55 -0.33
H -2.47 0.35 -1.99
H -0.14 4.09 -1.10
H 1.64 4.70 0.52
H 2.59 2.97 2.01
H 1.83 0.66 1.85
H 0.70 -1.33 1.77
H 0.27 -2.29 0.35
H 1.76 -0.77 -1.77
H 4.11 -0.80 -2.50
H 5.89 -1.44 -0.92
H 5.31 -2.06 1.39
H 2.96 -2.02 2.13
*
```

Its energy is -28622.724 eV. Its highest occupied orbital energy is -0.3092 hartree. Its maximum force is 0.013 hartree/bohr. The value obtained for the relative energy (zero: lowest compared OMol25 entry of this formula, charge and spin) is 8.3 kcal per mole. Its HOMO-LUMO gap is 9.2289 eV.

Atomic partial charges in e from the Löwdin method, atoms 1 to 8: C -0.034; O -0.026; C -0.528; O 0.124; C 0.009; C -0.192; O 0.029; C -0.202